Arrangement a

# C24H60BF4O20P4

A 9-piece molecular cluster, C24H60BF4O20P4 overall (ωB97M-V/def2-TZVPD, the OMol25 dataset).

Each line ends with the Mulliken charge.
Atoms and positions in Å:
C: 19.56 41.94 53.64  -1.928
H: 22.77 49.86 52.32  0.372
H: 19.93 41.84 52.87  0.485
H: 18.09 48.24 55.42  0.381
C: 20.30 47.52 46.21  -0.920
O: 24.44 42.61 45.32  -0.367
O: 23.46 43.98 47.39  0.353
O: 25.22 42.04 48.14  0.251
H: 18.99 50.99 53.20  0.514
F: 19.09 46.20 49.45  -0.444
C: 24.55 47.21 50.86  -0.899
O: 16.52 50.24 54.08  -0.603
H: 19.51 49.86 54.36  0.346
F: 20.63 47.74 49.45  -0.242
C: 25.96 40.95 47.63  -0.731
H: 23.73 48.92 53.30  0.371
H: 15.36 49.69 51.53  0.225
H: 15.07 49.76 49.87  0.264
H: 20.08 42.62 54.06  0.793
C: 22.42 44.99 47.61  -0.947
H: 26.15 41.00 46.49  0.081
H: 19.19 49.77 52.67  0.047
B: 20.12 46.75 50.19  0.343
C: 14.82 47.67 50.82  0.657
H: 17.99 38.41 50.35  0.336
H: 15.76 44.13 49.34  0.226
P: 17.58 41.16 49.48  0.595
H: 20.48 42.46 48.85  0.229
P: 22.62 48.05 44.90  0.790
H: 16.26 46.01 50.78  -0.216
P: 25.11 42.43 49.65  0.137
O: 16.93 40.14 50.57  -0.320
O: 25.79 41.46 50.63  -0.790
C: 18.85 50.05 53.55  -1.164
O: 17.24 42.10 53.24  -0.581
H: 23.14 45.70 47.96  0.259
H: 19.28 47.17 46.16  0.325
O: 23.46 47.80 43.58  -0.288
H: 24.08 43.18 43.28  0.316
C: 24.21 48.65 51.23  0.622
H: 23.91 43.15 52.00  0.384
O: 23.55 42.59 50.08  0.142
H: 25.91 46.65 46.43  -0.192
O: 23.89 45.02 45.09  -0.701
C: 24.78 48.38 43.55  -0.689
H: 15.66 43.01 50.96  0.263
H: 25.66 42.27 43.67  0.315
H: 18.51 39.56 51.62  0.195
H: 27.60 44.91 49.64  0.320
H: 17.75 47.14 54.04  -0.014
C: 27.34 43.91 49.82  -0.945
H: 24.38 48.23 48.02  0.207
C: 24.62 42.47 43.79  -0.778
O: 18.14 40.40 48.34  -0.777
H: 19.96 43.66 50.10  -0.151
O: 25.87 43.88 49.83  0.075
H: 22.05 44.76 48.52  0.289
H: 25.34 40.10 47.92  0.300
H: 22.15 43.72 51.28  0.040
H: 20.86 47.36 47.26  0.138
H: 21.76 45.24 46.84  0.625
H: 16.39 47.95 54.90  0.338
P: 24.47 44.04 46.07  0.304
O: 25.96 44.44 46.47  -0.151
C: 14.71 49.23 50.82  -1.181
O: 13.87 46.96 50.68  -0.565
H: 25.90 45.64 47.88  -0.225
H: 24.14 41.44 43.59  0.235
H: 18.71 44.65 53.92  0.638
O: 22.21 49.52 44.92  -0.849
H: 17.30 38.57 51.81  0.315
C: 23.20 48.92 52.34  -0.996
C: 16.29 43.36 50.06  0.075
H: 25.58 47.96 43.01  0.380
C: 23.76 48.74 47.25  -0.671
H: 17.17 43.90 50.32  -0.311
H: 23.56 44.35 50.82  -0.229
F: 21.14 45.81 50.50  -0.166
C: 18.29 42.69 53.26  1.015
H: 24.67 49.43 43.10  0.267
H: 20.19 48.48 46.30  0.654
O: 23.60 47.76 46.24  0.389
C: 17.38 48.13 54.57  -1.011
O: 21.26 47.23 45.11  -0.335
H: 23.68 46.87 50.18  -0.039
H: 19.32 40.89 54.04  0.245
H: 24.15 49.76 46.98  0.301
H: 16.96 47.56 50.37  0.559
O: 18.76 41.88 50.21  0.209
C: 26.36 45.79 46.94  0.350
H: 17.44 44.35 52.82  0.571
H: 25.53 48.31 44.38  0.144
H: 24.61 46.73 51.78  0.595
H: 19.07 44.72 52.20  0.289
O: 16.57 42.31 49.13  -0.374
H: 27.51 45.91 46.88  0.264
H: 25.21 47.24 50.14  0.518
H: 27.92 43.26 49.22  0.344
H: 16.58 47.17 51.87  -0.062
O: 24.72 49.68 50.56  -0.662
C: 19.61 42.86 49.52  -0.308
H: 13.77 49.42 51.06  0.460
H: 18.89 43.40 48.78  0.334
H: 22.48 48.22 52.03  0.017
H: 26.87 41.02 48.12  0.367
C: 17.48 49.50 54.00  1.224
F: 19.54 47.30 51.32  -0.262
C: 16.27 47.08 50.81  -0.202
C: 17.76 39.11 51.11  -0.674
H: 22.94 49.05 47.82  0.160
C: 18.35 44.25 53.04  -1.566
H: 27.67 43.88 50.84  0.318
C: 23.20 43.42 51.17  0.032

As for the total charge: -1. The HOMO-LUMO gap comes out at 9.495 eV. Its spin multiplicity is 1. The LUMO energy is 2.00 eV.


Arrangement b

# C24H60BF4O20P4

A 9-piece molecular cluster, C24H60BF4O20P4 overall (ωB97M-V/def2-TZVPD, the OMol25 dataset).

Each line ends with the Mulliken charge.
Atoms and positions in Å:
C: 24.71 39.15 19.46  0.662
H: 17.59 39.81 29.04  0.410
C: 19.59 44.84 23.85  -0.783
H: 32.04 45.66 26.42  0.336
O: 20.23 42.78 20.75  -0.358
H: 31.53 40.65 25.76  0.350
H: 25.41 40.57 20.95  0.071
F: 25.85 38.51 25.83  -0.613
O: 19.81 40.72 25.77  -0.163
O: 20.48 44.42 22.81  -0.424
H: 18.15 38.79 27.95  0.244
H: 25.79 32.02 27.83  0.470
H: 18.52 44.51 23.51  0.179
H: 16.29 42.97 24.07  0.245
H: 16.47 39.21 27.90  0.273
P: 23.01 36.66 29.88  0.940
H: 20.67 33.40 24.33  0.340
C: 29.71 37.62 26.16  0.860
O: 22.88 38.12 29.12  -0.251
H: 27.74 41.42 26.22  0.412
C: 24.10 38.60 28.32  -0.027
O: 24.41 36.36 30.18  -0.676
H: 26.66 42.06 25.35  0.751
C: 22.13 35.66 23.30  -0.435
O: 22.31 36.70 31.33  -0.392
F: 23.62 38.58 25.24  -0.190
C: 17.44 39.65 28.07  -0.785
H: 31.61 42.07 24.91  0.383
H: 15.34 41.68 24.84  0.289
H: 22.01 37.78 32.96  0.278
H: 24.26 37.23 20.22  0.489
O: 30.40 36.67 26.47  -0.612
O: 19.38 42.04 23.01  -0.320
H: 18.48 42.04 20.75  0.278
H: 21.34 36.29 23.73  0.201
H: 16.67 41.44 23.53  0.322
C: 22.19 40.72 22.24  0.066
H: 24.35 37.83 27.72  -0.298
O: 17.80 40.79 27.38  -0.353
C: 22.69 35.23 27.72  0.204
C: 20.55 39.49 25.52  -0.594
C: 26.31 32.86 27.55  -1.555
C: 25.44 40.48 19.83  -0.871
C: 29.39 38.73 27.27  -0.946
H: 21.58 39.92 22.95  0.023
F: 25.10 37.37 24.02  -0.412
H: 23.27 38.36 31.90  0.264
H: 22.41 33.49 24.40  -0.033
O: 21.46 34.21 21.61  -0.601
H: 23.26 40.57 22.36  -0.121
H: 24.77 39.13 28.95  0.351
C: 25.42 33.48 26.46  0.730
H: 27.03 34.82 26.18  0.850
H: 29.01 38.78 24.68  -0.071
O: 28.69 43.90 27.28  -0.670
C: 21.50 33.29 23.75  -0.653
H: 21.88 40.50 21.06  0.234
H: 25.62 35.72 26.32  -0.364
H: 27.31 32.92 27.10  0.395
H: 30.18 40.72 24.66  0.065
H: 29.96 39.56 27.42  0.356
H: 18.81 42.63 19.10  0.309
H: 29.34 37.01 24.09  0.302
C: 21.54 34.38 22.80  0.579
H: 18.51 43.69 20.18  0.334
H: 27.72 40.92 24.56  0.096
P: 29.40 43.56 25.96  0.982
H: 19.64 44.32 24.73  0.323
H: 29.33 38.23 28.26  0.363
O: 21.92 42.09 22.66  -0.182
O: 17.35 42.13 25.46  -0.307
H: 21.60 32.29 23.22  0.299
C: 18.96 42.79 20.14  -0.713
C: 31.58 44.82 26.66  -0.651
H: 23.75 35.40 27.60  -0.417
C: 22.80 37.50 32.44  -0.670
H: 22.56 34.09 27.55  0.340
P: 20.50 42.79 22.36  0.565
O: 28.60 42.64 24.87  -0.329
H: 23.10 35.44 23.82  0.060
P: 18.21 40.74 25.91  1.035
F: 25.21 39.61 24.01  -0.215
H: 25.95 37.15 19.93  0.276
C: 27.62 41.79 25.28  -0.951
O: 17.64 39.57 25.26  -0.710
O: 24.43 33.00 26.10  -0.494
O: 30.28 42.18 26.33  -0.304
O: 22.36 35.39 28.97  -0.394
H: 31.13 45.12 27.57  0.327
H: 32.34 43.90 26.73  0.192
C: 30.95 41.38 25.34  -0.662
H: 19.59 45.74 23.96  0.525
C: 29.01 37.80 24.85  0.046
H: 26.26 40.70 19.23  0.409
H: 22.42 36.14 27.08  0.151
H: 25.93 34.91 24.81  0.120
H: 28.36 38.89 27.16  0.065
H: 21.67 39.74 25.40  0.025
O: 30.70 44.48 25.69  -0.381
H: 23.59 37.00 32.85  0.299
H: 20.29 39.05 24.66  0.486
H: 24.65 41.15 19.61  0.345
B: 24.92 38.56 24.71  0.545
C: 25.01 37.84 20.28  -0.522
C: 26.13 34.85 25.98  -0.559
H: 25.18 38.08 21.25  -0.276
H: 28.09 37.55 25.11  -0.318
H: 20.55 38.84 26.42  0.325
H: 23.69 39.44 27.70  0.247
C: 16.34 41.89 24.43  -0.727
H: 26.26 33.46 28.40  0.336
H: 22.48 36.35 22.57  0.277
O: 23.79 39.17 18.72  -0.547

As for the total charge: -1. The HOMO-LUMO gap comes out at 8.757 eV. Its spin multiplicity is 1. The LUMO energy is 1.62 eV.


Which of them is most stable? Easy: arrangement a.


Arrangement a

# C4H39N2O13

A 14-piece molecular cluster, C4H39N2O13 overall (ωB97M-V/def2-TZVPD, the OMol25 dataset).

Each line ends with the Mulliken charge.
Atoms and positions in Å:
H: 2.12 -2.32 0.47  0.306
H: 0.55 2.70 1.44  0.320
O: -0.12 -1.92 3.79  -0.632
H: 2.34 -1.91 5.43  0.328
H: 0.93 -6.22 -1.91  0.315
H: -0.50 6.94 -0.26  0.325
N: -0.90 -1.33 -0.43  -0.032
H: -2.37 3.46 -2.86  0.321
H: -2.91 -0.49 0.22  0.462
C: -1.83 -0.25 0.11  -0.310
H: 2.63 -3.20 2.92  0.287
H: 3.01 1.79 0.93  0.363
H: -0.93 3.21 -2.91  0.393
O: -0.59 5.18 -2.73  -0.623
H: 0.10 -1.76 -3.54  0.234
O: 2.41 -2.43 2.39  -0.686
O: -1.74 2.79 -2.57  -0.734
O: -1.96 0.57 -3.81  -0.707
H: 1.52 -2.15 2.67  0.376
O: -1.76 -2.33 -4.41  -0.572
H: 1.86 1.46 5.41  0.346
H: -0.39 -0.85 -1.22  0.470
H: -0.44 6.03 -3.17  0.308
H: -0.56 -2.56 4.35  0.256
O: 1.95 1.27 4.47  -0.695
C: 0.69 1.92 0.70  -0.557
H: -0.34 5.40 -1.82  0.344
C: -1.15 0.49 1.36  -0.741
O: 1.61 -1.29 5.59  -0.677
H: 0.52 -4.97 -2.58  0.307
H: -1.57 -4.25 -1.34  0.308
H: 2.48 2.92 -0.04  0.455
H: -1.31 -2.24 -0.75  0.444
O: 0.13 -5.71 -2.09  -0.624
N: 0.27 0.60 1.08  0.475
O: 0.25 6.33 -0.14  -0.674
H: 1.88 -0.44 5.22  0.379
H: -2.79 0.24 -3.47  0.275
O: 2.06 -2.26 -0.50  -0.561
H: 1.03 0.09 1.48  -0.007
O: -0.21 -1.14 -2.89  -0.657
H: -0.89 -0.52 -3.30  0.432
H: -1.79 1.39 1.41  0.486
H: 2.89 -1.80 -0.68  0.302
O: -1.88 -3.78 -0.53  -0.720
H: -1.75 1.51 -3.50  0.419
H: -2.66 -2.33 -4.04  0.272
H: -1.89 0.54 -0.66  -0.016
C: 2.15 1.93 0.25  -1.393
H: -1.24 -0.29 2.22  0.142
H: 1.35 1.80 3.94  0.297
H: 0.15 6.24 0.82  0.317
H: 0.10 2.40 -0.09  0.214
H: 0.33 -1.25 4.36  0.365
H: -1.61 -3.24 -4.68  0.280
H: 2.38 1.54 -0.75  0.309
H: -0.25 -1.39 0.40  0.044
H: -1.38 -4.12 0.23  0.344

As for the total charge: +1. The HOMO-LUMO gap comes out at 9.407 eV. Its spin multiplicity is 1. The LUMO energy is -2.13 eV.


Arrangement b

# C4H39N2O13

A 14-piece molecular cluster, C4H39N2O13 overall (ωB97M-V/def2-TZVPD, the OMol25 dataset).

Each line ends with the Mulliken charge.
Atoms and positions in Å:
H: 1.61 -3.69 3.25  0.278
O: 2.19 -4.30 0.36  -0.561
H: -0.40 -4.46 -0.89  0.362
H: -2.57 0.25 2.47  0.240
H: -0.34 -2.17 2.48  0.321
H: -0.22 0.86 -2.69  0.414
H: -0.40 -3.66 0.37  0.329
H: 0.61 4.96 -0.79  0.329
H: -1.94 -2.60 -0.80  0.183
N: 0.64 0.47 -2.15  -0.300
C: 1.69 -0.22 -0.02  -1.940
O: 2.21 -4.45 3.06  -0.595
H: 1.62 -1.22 -0.14  0.423
O: -0.20 -3.04 2.07  -0.656
H: 2.29 3.98 -3.33  0.338
H: 2.35 4.11 -1.92  0.318
H: -3.42 -2.74 -0.85  0.314
O: -2.69 -2.13 -0.76  -0.580
H: -1.33 3.12 -2.14  0.298
H: 2.91 -4.03 3.53  0.328
H: -3.94 -0.96 -1.68  0.397
H: 0.20 3.27 -2.53  0.406
H: 2.20 4.19 0.33  0.360
O: -0.57 -0.90 3.78  -0.537
H: 0.13 -0.59 4.39  0.263
N: -1.10 0.79 1.06  -0.197
O: 1.75 3.53 -2.52  -0.651
H: 1.76 0.01 1.01  0.580
O: -0.58 2.79 -2.67  -0.688
H: -1.19 -1.16 4.38  0.261
O: -0.96 3.94 0.33  -0.572
H: -0.95 -0.95 -0.22  -0.223
O: 1.92 -2.58 -2.11  -0.621
H: -1.06 3.06 0.86  0.236
H: 1.31 -3.09 -1.54  0.327
O: 1.13 5.60 -0.26  -0.737
H: 1.45 1.18 -2.40  0.424
H: 1.68 -4.07 1.17  0.323
C: -0.76 0.10 -0.20  -0.135
H: -5.02 -0.60 -2.75  0.232
C: 0.56 0.62 -0.61  1.656
O: 2.66 3.40 -0.03  -0.668
H: 3.08 -3.90 0.44  0.273
H: 2.56 -3.05 -2.54  0.277
H: -0.56 0.45 1.83  0.188
H: -1.86 4.28 0.27  0.293
H: 2.71 0.01 -0.25  0.455
C: -2.53 0.71 1.46  -0.725
H: 0.91 -0.62 -2.33  0.360
H: 2.93 2.90 0.71  0.276
O: -0.61 -3.57 -0.58  -0.835
H: 0.62 1.88 -0.36  -0.574
H: -0.55 -3.66 2.79  0.257
H: -1.61 0.44 -0.93  0.239
H: -3.08 1.71 1.57  0.245
H: 0.46 5.88 0.40  0.331
H: -3.22 0.22 0.82  0.222
O: -4.49 -0.31 -2.20  -0.558

As for the total charge: +1. The HOMO-LUMO gap comes out at 9.282 eV. Its spin multiplicity is 1. The LUMO energy is -2.71 eV.


Which of them is most stable? Easy: arrangement a.